(1)
Here is C57H38CrN9 as an isolated structure from the OMol25 dataset. Energies are from ωB97M-V with the def2-TZVPD basis set.

Summary:
⟨S²⟩ = 3.911
E_tot = -3732.1990 Eh
E_HOMO (spin up / spin down) = 0.005 / -0.025 Eh
Kohn-Sham gap (spin up / spin down) = 3.9 / 4.6 eV
energy above the lowest of the compared OMol25 structures with the same formula, charge and spin = 3.092 eV
spin multiplicity = 4
charge = -2

XYZ file:
```
105
C57H38CrN9, DFT ωB97M-V with the def2-TZVPD basis set
H 5.58285 1.70667 -2.99497
C 3.75327 0.01089 0.47969
C -1.98241 -0.40019 6.35776
H 1.68296 -2.92917 -3.67400
C 3.94243 -1.58979 2.10157
C -1.10800 0.74757 2.86205
H -2.63521 -0.20884 7.20225
H 5.60922 3.32574 -4.87677
C -0.55575 0.57802 -1.48989
C 3.30234 -3.94764 -0.88275
H -6.86798 -1.40665 1.25355
C 6.58180 -2.26167 1.60517
H -3.79378 3.90912 2.42673
N 1.95727 1.78071 -0.86274
C -2.04879 5.31100 -0.78179
N -0.37971 2.30751 0.54623
H 0.56688 -2.48463 5.43226
C 3.24558 1.48881 -1.23794
C -1.24522 0.09793 4.13694
C 3.60884 2.31069 -2.35168
H 3.96501 -3.09519 3.64733
H -0.26418 -3.08387 -0.76882
H 3.69013 4.84780 -5.26051
H -1.37354 -4.02661 1.43234
H -5.54330 -2.45943 3.06648
N -0.22463 -0.08092 2.03560
C -5.14510 -1.10748 -0.00856
H 6.33674 -3.70067 3.19840
H -1.09330 -2.82271 2.70204
C 4.53411 -2.59269 2.87286
H 2.65673 -5.04928 -4.52351
C 1.91835 -1.96226 -1.20294
H 4.04775 -6.45430 -3.03718
N -1.72047 1.83534 2.50876
C 2.53669 4.09491 -3.62553
H 7.61361 -2.54081 1.42458
H 4.45884 -5.73802 -0.70236
C -2.60463 1.35205 -2.98915
H -3.69609 1.87192 -1.21584
C -1.03932 -1.44184 6.43353
C 2.29138 -3.55602 -3.03462
C -5.79727 -1.53921 1.14464
C -1.22542 -2.56298 -0.74306
H -5.70008 -0.62283 -0.80603
C 3.65196 4.14169 -4.43860
N 4.09195 0.66157 -0.61546
H -3.70682 1.94968 -6.15600
H -3.12577 -2.73901 2.83441
N 2.54468 -0.02878 1.13630
N 1.41531 -1.04164 -0.76199
C -3.19084 5.91676 -0.27628
C -3.67824 -2.29397 2.01794
C -5.05496 -2.12778 2.15619
H -3.61468 6.78001 -0.77934
C -3.77509 -1.27773 -0.14230
H -2.78073 1.20916 5.15737
C 2.51493 -3.16279 -1.72206
H -1.76617 0.09771 0.70142
C -3.71388 1.92942 -5.07132
H -4.70415 5.91423 1.26083
C -3.71197 1.88023 -2.29996
C -3.81637 5.41846 0.88125
C -0.92958 -0.56670 0.83231
C -0.40653 3.31957 -0.38871
C 2.61748 -1.01396 2.08725
C 2.83957 -4.74138 -3.50168
C -4.79320 2.46156 -4.37727
C -1.41400 2.52311 1.41040
C 3.85188 -5.12814 -1.35924
C -0.18210 -1.70249 5.37644
C 4.74201 2.36976 -3.17408
C -3.01329 -1.88122 0.86581
C -1.55008 4.19657 -0.11813
N 1.67915 -1.40654 2.94065
H -1.54977 5.67599 -1.67352
C -4.78513 2.43334 -2.98530
H -5.62774 2.90035 -4.91326
C 4.75125 3.27594 -4.21496
H 6.53980 -0.75809 0.05660
Cr 0.70357 0.48491 0.13845
C -1.47660 0.86228 -2.24485
C -1.48824 -2.01541 0.67942
H -0.98782 -2.04785 7.33200
C 3.61932 -5.53015 -2.66807
H -1.78258 0.98936 -4.93211
N 0.39908 3.56066 -1.38507
C -3.31365 4.30674 1.53973
H 3.47767 -3.61524 0.13412
H -3.27457 -0.90476 -1.03366
C -0.30118 -0.93548 4.21366
C 2.50930 3.16193 -2.58306
H 1.69242 4.75645 -3.78341
C -0.91669 -3.05320 1.65238
H -2.00218 -3.28790 -1.00693
C 1.51746 2.82609 -1.59946
H -5.61088 2.86076 -2.42596
C 4.66226 -0.93858 1.09626
C -2.07821 0.38520 5.22116
C -2.17280 3.69845 1.02079
C 5.99246 -1.26971 0.84111
H -1.20595 -1.76902 -1.48992
C 5.85419 -2.92194 2.61796
C -2.63242 1.38330 -4.38875
H 0.16340 -3.14317 1.51248
C 0.46517 -0.93958 2.99593
```

Löwdin atomic charge list, values in e, 6 entries: H 0.10; C -0.33; C -0.12; H 0.12; C -0.14; C -0.21



(2)
Here is C57H40ClF6INO2P2PdSSb as an isolated structure from the OMol25 dataset. Energies are from ωB97M-V with the def2-TZVPD basis set.

Summary:
⟨S²⟩ = 8.849
E_tot = -5206.3049 Eh
E_HOMO (spin up / spin down) = -0.466 / -0.545 Eh
Kohn-Sham gap (spin up / spin down) = 3.5 / 2.9 eV
energy above the lowest of the compared OMol25 structures with the same formula, charge and spin = 3.438 eV
spin multiplicity = 6
charge = +3

XYZ file:
```
113
C57H40ClF6INO2P2PdSSb, DFT ωB97M-V with the def2-TZVPD basis set
H 4.74763 3.26586 -0.93917
H 3.66141 3.76563 -5.91040
C -2.55889 3.20828 4.24511
C -0.66849 2.06598 3.27236
O -2.80556 -0.12294 -0.01155
H 6.18656 -0.53556 1.27169
Pd -0.48197 0.10239 -0.07518
C 2.19821 -0.10625 5.34045
C -3.37199 -3.31305 2.40111
C 3.92840 2.94729 -5.23134
C -3.25443 2.29000 -4.09609
C 1.05388 -0.22527 4.53588
H -3.06062 -5.41466 2.64078
H 6.43089 0.69970 4.25126
C 4.93826 -0.42098 3.02647
C -4.39184 1.51107 -4.01517
C -0.46009 -2.05302 -3.05142
C -2.70544 -2.03791 2.38673
Sb -0.18847 -6.04442 0.46759
H 0.20442 -2.97193 3.86319
H -3.07585 -1.42956 -2.99034
H 5.67125 3.35006 -3.76758
C -0.35633 3.19373 0.06505
H 0.95892 -1.72785 -4.67147
C 1.14887 -0.38545 3.11985
H 0.03493 -0.14523 4.97128
C 0.68590 0.84419 -4.68263
H -1.92829 -2.67935 -1.58864
C -4.37029 0.19224 -3.57057
C -4.51452 3.63208 0.17790
C -1.29025 3.23238 3.71471
F -0.66279 -4.24545 0.56838
C -2.01607 1.75882 -3.68567
P -0.49080 -0.26882 -2.50878
F 0.29874 -7.90032 0.28354
H 3.36234 1.74547 0.35970
C -0.90058 4.49981 0.09928
C -1.96295 0.41392 -3.27236
C -1.17118 -4.27822 -2.78279
I -6.15224 -0.35363 0.30713
C 2.82115 -0.58578 1.10749
H -4.43643 -3.30447 2.17144
C -1.36851 0.86668 3.22692
H -2.95417 4.06394 4.84908
C -1.24428 -2.99060 -2.38564
C 1.64025 1.55153 -5.41457
C 4.13360 -0.77775 0.73123
C 3.23502 1.78083 -0.66929
C -4.72566 1.24433 -0.00100
O 2.32816 -1.81174 -1.23054
F 1.08469 -5.79198 1.88772
C 2.00564 1.04440 -2.64109
H 4.37111 -1.07534 -0.31635
H -0.15555 5.29763 0.14205
H -0.81497 -5.17947 3.73795
C -2.26021 4.71713 0.07582
C -3.35499 1.04800 -0.03530
C 0.42023 -2.46155 -4.09242
H -0.69187 4.16321 3.73214
C -3.13368 -0.38876 -3.26123
C 5.18370 -0.60833 1.66184
H -3.15842 -1.20962 1.88244
C -2.69927 0.85030 3.64767
C 4.54831 3.51445 -3.83734
C 0.59719 -3.79553 -4.38067
C -3.12252 3.56637 0.03109
C 4.81170 -0.25914 5.45963
C 3.95787 2.74123 -1.43777
C -2.65293 -4.42962 2.79543
C 0.86955 0.49485 -3.35076
Cl -5.28203 5.06291 0.74000
C 2.80057 1.96464 -3.32841
C -1.35729 -4.30204 3.29105
C 5.83409 -0.26717 4.29159
P -0.47878 -0.43087 2.35066
C 3.80786 2.78755 -2.79652
H 4.30134 4.58468 -3.82719
C -0.22663 -4.74196 -3.70968
C 3.44736 -0.37098 4.77159
H -2.70674 5.72615 0.01032
H 6.55357 -1.09154 4.34903
H -1.74575 -4.99376 -2.22298
H -1.18421 2.41621 -3.69643
H 1.96414 0.19906 6.35949
H 1.46644 1.71221 -6.50120
H -0.24412 0.46105 -5.14160
H -5.36688 1.88804 -4.32206
C 3.55756 -0.38177 3.37778
C 2.34952 0.86490 -1.25339
H -4.36845 1.94031 4.29570
H 4.68327 2.31900 -5.64849
C 2.39455 -0.47875 2.45537
C -3.30346 2.01354 4.12002
C -0.74606 -3.05822 3.38351
H -6.40758 2.60308 0.31516
H -5.28991 -0.33954 -3.33372
H 4.85028 0.61697 6.09804
H -0.19719 -5.82053 -3.89406
F -1.45686 -6.63863 1.70597
C -2.52736 2.24516 0.05475
H 0.35461 2.11786 2.88665
H 4.99832 -1.14736 6.09692
F -1.52136 -6.35261 -0.93253
S 1.81180 -0.72445 -0.39534
F 1.00554 -5.50940 -0.92044
N -1.17133 2.10884 0.06570
C -1.40422 -1.94814 2.87594
C 2.72125 2.15146 -4.76375
H 1.39345 -4.18522 -5.06809
H 0.69709 3.01834 -0.06269
C -5.32670 2.45579 0.15311
H -3.23878 -0.10504 3.63438
H -3.34630 3.29597 -4.46846
```

Löwdin atomic charge list, values in e, 6 entries: H 0.12; H 0.13; C -0.04; C -0.12; O -0.13; H 0.13



(3)
Here is C57H42N6O5S2Ti as an isolated structure from the OMol25 dataset. Energies are from ωB97M-V with the def2-TZVPD basis set.

Summary:
E_tot = -4547.5654 Eh
E_HOMO (spin up / spin down) = -0.206 / -0.206 Eh
Kohn-Sham gap (spin up / spin down) = 4.3 / 4.3 eV
charge = 0

XYZ file:
```
113
C57H42N6O5S2Ti, DFT ωB97M-V with the def2-TZVPD basis set
C 0.25560 -5.59177 5.58600
C -0.66020 -6.58105 7.55367
H 2.43050 -3.32205 -8.52978
H -1.35738 -0.90091 3.04101
C -1.58127 2.48134 -1.22035
C 2.59913 5.19450 5.72439
H 4.74505 5.38682 7.05874
C -2.96774 -0.95797 -2.22936
C 0.82078 -4.75459 3.34546
H 4.50794 7.22701 7.02035
N 1.00351 -1.78512 0.18387
C 1.55287 -0.37908 -2.79574
H 1.25794 -6.72264 4.11553
C -2.98256 4.46281 -4.15950
C -2.03598 -1.77842 -2.63256
O 0.40392 -6.54107 6.60520
H -0.32058 -5.17009 -3.47429
H -5.40056 7.55127 -2.84344
C 1.67366 3.34066 3.90155
H -3.16340 -0.56790 2.75154
C 1.14649 -1.23817 3.07636
C 0.45007 -2.66124 1.15374
H -3.99687 -1.35381 -2.26035
H -3.74107 0.98850 -2.23929
C -2.90644 4.63832 -1.38417
O 0.92557 -4.64313 -7.74460
C -2.41516 3.45992 -3.40855
C 2.99182 3.39553 4.19558
H -1.92950 -4.34499 -0.68008
C -0.25080 -4.51612 -4.31130
S 1.01887 0.86395 -1.52059
H 0.46622 -5.99426 -5.69133
H -5.03775 8.44141 -4.28681
C -3.44554 5.74914 -2.08331
C -0.73280 2.80101 -0.16087
S 1.10856 -2.72689 -1.21283
C 1.64772 -1.74611 -2.52755
C 1.58703 -0.90040 4.37662
C 1.26722 5.19740 5.37670
H -0.67746 -3.97446 6.79560
C 0.68718 -2.41496 2.54444
C 3.48410 4.35343 5.11640
H -0.39545 -5.97719 8.46897
C 2.54183 -2.06198 -4.76140
C -0.44792 4.16013 0.27288
H -0.78602 5.08420 -0.12224
C 2.28777 -2.50361 -3.51114
C -2.33550 3.48854 -1.95889
C -0.39291 -3.25060 -1.67453
H -2.85612 4.71179 -0.29723
C -2.29552 -1.02235 2.41395
H -0.61987 -2.25644 5.00777
C 1.64909 0.45984 4.51679
C 2.69969 -0.07927 -6.25267
H 0.60089 5.83500 5.92239
H -0.21885 4.35342 4.09191
O -1.96791 -0.49664 1.03807
C 0.38074 -3.50996 3.61636
H 0.82396 -3.16366 -9.24304
H -1.60220 -6.17413 7.24880
H -3.89587 6.48728 -1.48465
H 1.95196 1.09957 5.32360
C 0.82894 4.30144 4.41993
C -0.11108 -2.77240 -6.55509
C -2.85068 0.44653 -2.02746
C 1.30647 0.95330 3.24283
C -4.60948 7.74496 -3.57170
H -3.83134 8.23034 -2.98183
H 1.71964 -4.61421 -9.64579
N -0.54311 0.27934 -1.22960
C 0.40021 2.73792 1.77989
H 2.04095 1.22574 -4.03375
H -2.50377 -2.10621 2.35660
N -0.16241 1.94430 0.80633
C -1.69488 1.06091 -1.64438
O 2.83051 6.21753 6.59553
C -0.67892 -2.38906 -5.32515
H -0.98785 -1.32375 -5.19076
C 2.03513 0.11692 -3.92892
C 0.74917 -5.77441 4.30081
C -0.52699 -3.69070 0.72954
C 2.42725 -0.65139 -4.99352
H -1.97295 2.55321 -3.91469
H -0.97811 -4.30400 1.44635
C -0.71688 -3.17831 -4.18607
H -2.97039 4.40630 -5.23161
C 3.11573 -2.95127 -5.76072
C -1.01583 -3.73951 -0.51314
C 0.20650 4.11420 1.41749
H 2.43782 -3.51709 -3.20652
C -1.09204 -2.64493 -2.86084
C 1.08778 2.33606 2.94079
H 3.83566 6.24654 8.38707
H 1.25890 -4.89237 2.38747
C 1.51554 -3.87119 -8.80064
C 0.19777 -4.96520 -5.53358
H 0.64304 4.99923 1.87728
C -3.47518 5.64714 -3.50189
C -0.18793 -3.26572 4.90331
C -0.26865 -4.25521 5.88514
H 0.07147 -2.13662 -7.32646
N 3.58837 -3.54478 -6.62220
N 3.00808 0.39499 -7.25502
C 0.35399 -4.11588 -6.64166
H -0.71533 -7.61051 7.84431
H 3.67472 2.69087 3.72496
H 1.92782 -1.69616 5.03886
N 0.89008 0.00553 2.44954
H -2.47936 -0.95961 0.39334
Ti 0.08869 -0.00902 0.58025
C 4.06658 6.23911 7.30110
H 4.64746 4.36941 5.15683
O -4.13163 6.56798 -4.22436
```

Löwdin atomic charge list, values in e, 6 entries: C -0.23; C -0.09; H 0.06; H 0.10; C -0.12; C -0.31



(4)
Here is C57H49BrN4O2P2RuSSi as an isolated structure from the OMol25 dataset. Energies are from ωB97M-V with the def2-TZVPD basis set.

Summary:
⟨S²⟩ = 0.757
E_tot = -6610.1468 Eh
E_HOMO (spin up / spin down) = -0.358 / -0.363 Eh
Kohn-Sham gap (spin up / spin down) = 7.0 / 7.2 eV
energy above the lowest of the compared OMol25 structures with the same formula, charge and spin = 0.000 eV
spin multiplicity = 2
charge = +1

XYZ file:
```
118
C57H49BrN4O2P2RuSSi, DFT ωB97M-V with the def2-TZVPD basis set
C 2.70354 -8.15470 -2.30525
C -4.84487 1.84128 4.04377
C 1.14106 4.33619 0.19558
H -4.65346 1.88991 5.10778
H 4.23701 -0.52153 -1.53071
C 4.67716 2.48466 2.72690
N 2.86914 -5.83050 -2.29165
H 2.82506 -1.39552 -2.14913
H 0.54512 3.39206 2.75038
H 3.23538 -4.96523 -2.66336
H 2.32179 5.92892 1.00538
H -2.04491 0.47357 -2.39348
H 1.32038 -8.85360 -0.79420
C -4.04553 1.33612 1.82038
C -0.33422 2.56842 5.90513
C -6.29680 2.15460 2.14180
C 2.71383 1.43498 1.84434
C 2.52282 -3.08424 2.53534
H 3.47857 3.01517 -5.02409
H 3.38498 -1.14840 2.20401
P 1.06644 0.70124 1.95983
C -2.96135 0.82799 0.90496
C 1.97760 -5.68308 -1.24355
C 3.41980 1.94302 2.93402
O -1.70265 1.29109 1.19517
H -4.11217 0.77959 -3.67238
H -1.09125 -6.36314 -2.51733
H -0.18030 4.43526 4.84936
H -5.42954 1.68913 0.23166
S 1.62651 -4.15929 -0.69945
H -6.86029 2.53832 4.17449
N 1.43022 -6.83015 -0.73989
C 0.43015 1.38564 3.50881
C 3.23010 -7.01467 -2.81858
H -0.63754 3.02737 6.83713
H -0.24481 -2.67033 -4.51625
P -0.33434 2.25425 -0.89335
C -0.13090 -3.74086 -4.42780
C -1.36903 -2.60612 -1.69665
C 0.62637 3.46838 -3.26051
H -0.79455 -3.75870 2.69937
C 2.95814 1.95449 -3.23462
C 1.23341 -1.07642 2.24509
C -5.27638 1.72418 1.30633
H 5.23324 2.88969 3.56212
C 0.69455 -5.81124 -5.33798
H -0.91136 -1.31511 2.38571
H 6.20260 2.94952 1.29097
H 0.30245 -0.47571 4.58838
C -3.72713 3.93020 -2.50671
C -0.08200 3.35885 4.79087
H 4.96061 2.01925 -0.61748
C -0.61895 -5.82180 -3.32852
C -0.93145 5.34193 1.74335
H 3.93636 -6.98782 -3.63651
C 0.08973 -6.50804 -4.29938
H -4.19540 4.90522 -2.53867
C 2.47081 -1.72063 2.31028
H -5.21379 2.99724 -3.73815
H -2.25935 -4.41597 -1.85313
H -2.11742 4.61221 -1.28488
C -3.68001 1.61873 -3.14257
C 0.57622 -4.43036 -5.40204
H 0.46756 6.84859 2.36183
C 0.30766 2.77147 3.60130
N -2.04354 -1.09286 0.02397
H 2.99107 1.92392 3.92789
H -3.26591 1.07071 -0.12256
C -3.82845 1.41172 3.19978
Ru -0.03035 0.22798 0.04365
H 3.48133 -3.58259 2.59469
H 1.39640 -4.88591 2.82779
C 4.52016 1.99096 0.37358
H -1.99328 1.07067 2.97777
C 2.74234 2.88283 -4.24161
H -0.28625 4.05197 -3.28103
C -0.18726 1.19391 5.82611
C 5.22352 2.51480 1.44711
H -1.74216 5.72797 2.34781
H -0.37515 0.57454 6.69298
C -1.93462 2.51192 -1.72679
H 0.15785 -7.58714 -4.25445
C -0.72155 -4.42912 -3.36981
C 0.11782 -3.18690 2.58958
H -7.25152 2.45374 1.73139
Si 2.20452 0.61040 -0.75916
C -4.29647 2.86164 -3.18023
H -3.09380 -2.81615 -0.38903
O -2.63104 1.07017 3.72744
H -2.08640 3.69659 1.00789
H -3.84255 -1.09333 0.88535
C -1.13458 4.20652 0.97565
C 3.24909 1.44857 0.56140
C -2.23833 -2.17663 -0.61033
C -6.07231 2.20424 3.51166
C 3.22842 -0.86924 -1.28445
H 1.40770 4.36187 -5.04201
H 1.23592 -6.34489 -6.10867
C -2.55048 3.76077 -1.78902
C 0.19267 0.59861 4.63160
C 0.84701 2.53274 -2.25263
H 1.01983 -3.88541 -6.22507
H 3.86692 1.36264 -3.24365
C 1.57750 3.64115 -4.25282
C 0.30967 5.96582 1.75545
C 1.34845 -3.81681 2.66943
C 2.01448 1.77005 -2.22233
C 1.78555 -7.98116 -1.24428
H 1.95350 3.96275 -0.41536
N -2.92039 -0.67271 0.98065
C 1.35002 5.45303 0.99380
C -0.10327 3.70641 0.17786
C -1.48729 -3.78881 -2.29318
C -2.50862 1.44799 -2.42264
H 3.31343 -1.59466 -0.47373
H 2.96661 -9.12778 -2.68650
C 0.05168 -1.81595 2.38293
Br -0.06250 -1.29714 -2.17741
```

Löwdin atomic charge list, values in e, 6 entries: C -0.05; C 0.00; C -0.08; H 0.12; H 0.04; C -0.06



Calculated F_max, 1.9; 4.4; 4.5; 0.6 eV/Å (same order as the records).